A molecular structure, C28H67N10O11Sn in a non-equilibrium geometry, computed with wB97M-V/def2-TZVPD.

Last column: Löwdin charge in e.
Atoms and positions in Å:
Sn  0.809  0.436  -0.139  1.75
C  5.911  -1.789  0.104  -0.08
C  4.682  -0.954  0.264  -0.63
C  4.856  0.390  -0.564  -0.07
O  3.490  -1.550  -0.031  -0.34
H  6.850  -1.282  0.324  0.07
H  5.970  -2.125  -0.931  0.08
H  5.944  -2.590  0.844  0.07
H  4.590  -0.665  1.311  0.10
H  5.131  0.244  -1.609  0.06
H  5.625  1.053  -0.168  0.06
H  3.984  1.042  -0.508  0.01
C  -5.957  -3.405  1.786  -0.02
C  -4.967  -3.370  0.721  -0.58
O  -5.284  -3.172  -0.457  0.03
N  -3.736  -3.679  1.135  0.04
C  -2.639  -3.735  0.183  -0.06
H  -5.507  -3.104  2.732  0.08
H  -6.448  -4.375  1.861  0.10
H  -6.726  -2.642  1.665  0.09
H  -3.472  -3.913  2.081  0.14
H  -2.252  -2.796  -0.214  0.07
H  -2.964  -4.276  -0.706  0.09
H  -1.818  -4.330  0.582  0.07
C  -1.327  4.754  0.578  0.02
C  -1.248  3.807  -0.648  -0.53
O  -0.291  3.021  -0.802  -0.12
N  -2.256  3.757  -1.463  0.05
C  -2.255  2.925  -2.694  -0.03
H  -1.011  4.130  1.414  0.06
H  -2.278  5.212  0.849  0.07
H  -0.656  5.612  0.546  0.08
H  -2.991  4.425  -1.281  0.15
H  -3.233  2.444  -2.707  0.07
H  -1.547  2.100  -2.757  0.07
H  -2.189  3.490  -3.624  0.09
C  2.747  4.194  1.905  0.03
C  2.840  2.755  2.461  -0.51
O  2.718  1.836  1.647  -0.08
N  2.958  2.560  3.770  0.03
C  3.283  1.276  4.347  -0.05
H  3.240  4.249  0.934  0.07
H  3.189  4.831  2.671  0.08
H  1.749  4.572  1.684  0.07
H  2.943  3.450  4.248  0.14
H  2.759  0.493  3.800  0.07
H  2.904  1.211  5.367  0.08
H  4.350  1.118  4.507  0.09
C  -0.290  0.092  4.250  0.01
C  -0.839  1.312  3.527  -0.54
O  -0.386  1.541  2.417  -0.05
N  -1.692  2.108  4.217  0.01
C  -2.168  1.995  5.583  -0.05
H  -1.030  -0.685  4.055  0.08
H  -0.119  0.121  5.326  0.08
H  0.623  -0.283  3.788  0.07
H  -2.054  2.865  3.655  0.14
H  -3.053  2.619  5.706  0.09
H  -1.348  2.440  6.146  0.09
H  -2.334  0.945  5.822  0.09
C  0.014  1.698  -5.183  0.01
C  0.799  0.685  -4.401  -0.60
O  0.448  0.373  -3.320  0.01
N  1.904  0.199  -4.997  0.02
C  2.825  -0.746  -4.345  -0.03
H  0.661  2.287  -5.833  0.09
H  -0.575  2.365  -4.553  0.05
H  -0.732  1.173  -5.779  0.09
H  1.785  0.255  -5.999  0.13
H  3.389  -0.343  -3.503  0.07
H  3.593  -1.084  -5.041  0.09
H  2.154  -1.525  -3.984  0.08
O  -0.122  -2.129  1.525  -0.05
C  0.551  -2.931  2.147  -0.62
N  1.816  -2.941  1.998  0.20
C  -0.060  -4.042  3.091  0.02
H  2.178  -2.423  1.211  0.06
H  2.386  -3.343  2.729  0.13
H  -1.030  -4.293  2.660  0.04
H  -0.264  -3.742  4.119  0.07
H  0.497  -4.974  2.991  0.08
O  -2.340  0.161  -0.439  -0.05
C  -3.289  0.434  0.307  -0.57
N  -4.171  1.256  -0.154  0.19
C  -3.530  -0.198  1.714  0.04
H  -4.089  1.753  -1.030  0.10
H  -5.017  1.392  0.379  0.12
H  -3.512  0.696  2.336  0.07
H  -2.687  -0.849  1.946  0.07
H  -4.438  -0.796  1.795  0.07
O  0.420  -2.340  -1.629  -0.06
C  0.949  -3.442  -1.703  -0.61
N  2.149  -3.640  -1.224  0.19
C  0.265  -4.605  -2.372  0.02
H  2.727  -2.960  -0.752  0.04
H  2.513  -4.578  -1.132  0.12
H  -0.398  -4.994  -1.599  0.08
H  0.947  -5.290  -2.875  0.08
H  -0.411  -4.359  -3.192  0.08
O  -2.775  -3.570  -4.651  -0.01
C  -3.359  -3.044  -3.704  -0.61
N  -4.482  -3.590  -3.314  0.17
C  -2.762  -1.911  -2.864  0.00
H  -4.843  -4.337  -3.891  0.12
H  -4.822  -3.388  -2.385  0.06
H  -2.853  -0.919  -3.306  0.08
H  -1.688  -2.053  -2.744  0.06
H  -3.105  -1.982  -1.832  0.03
O  2.529  2.742  -2.151  -0.02
C  2.944  3.885  -1.933  -0.62
N  4.229  4.050  -1.873  0.18
C  2.022  5.073  -1.844  0.01
H  4.694  4.870  -1.512  0.12
H  4.764  3.232  -2.128  0.12
H  1.897  5.225  -0.772  0.06
H  1.032  4.892  -2.263  0.08
H  2.497  5.966  -2.250  0.09

- frontier orbital gap (eV) = 6.724
- LUMO level (eV) = -2.5
- net charge = +1

=====

A molecular structure, C28H68AlF2N5O10S2 in a non-equilibrium geometry, computed with wB97M-V/def2-TZVPD.

Last column: Löwdin charge in e.
Atoms and positions in Å:
Al  -2.298  4.021  0.764  1.00
N  -1.797  1.330  -0.177  -0.28
S  -2.350  -0.021  -0.164  0.36
O  -1.936  -0.829  0.961  -0.29
O  -2.723  -0.725  -1.384  -0.28
F  -3.868  0.404  0.304  -0.22
S  -0.304  0.894  -0.901  0.57
O  -0.234  1.313  -2.283  -0.27
O  0.533  -0.206  -0.516  -0.25
F  0.497  2.095  -0.136  -0.24
C  3.811  0.993  0.919  -0.01
C  5.030  1.884  1.211  -0.44
C  6.182  0.920  1.501  -0.13
C  7.515  1.665  1.413  -0.15
C  7.676  2.318  0.028  -0.11
C  6.612  3.380  -0.345  -0.50
N  5.300  2.731  -0.032  0.04
O  4.221  3.445  -0.409  0.07
C  6.755  4.685  0.426  0.01
C  6.768  3.744  -1.779  -0.02
C  4.672  2.747  2.433  0.00
H  3.979  0.411  0.012  0.09
H  2.832  1.471  0.903  0.06
H  3.790  0.232  1.699  0.10
H  6.060  0.566  2.525  0.13
H  6.096  0.090  0.799  0.13
H  8.241  0.869  1.578  0.13
H  7.539  2.505  2.107  0.12
H  7.635  1.606  -0.797  0.13
H  8.685  2.720  0.119  0.13
H  5.856  5.221  0.121  0.08
H  6.449  4.575  1.466  0.07
H  7.690  5.201  0.210  0.12
H  6.600  2.917  -2.468  0.10
H  6.067  4.546  -2.010  0.10
H  7.789  4.090  -1.944  0.11
H  4.742  2.143  3.338  0.11
H  3.711  3.260  2.385  0.08
H  5.448  3.448  2.740  0.07
H  4.121  4.194  0.184  0.12
C  -0.924  -4.428  -0.853  0.01
C  -2.348  -4.918  -0.625  -0.41
C  -3.221  -4.757  -1.950  -0.09
C  -2.903  -5.740  -3.078  -0.19
C  -2.948  -7.149  -2.572  -0.13
C  -2.182  -7.457  -1.210  -0.39
N  -2.376  -6.335  -0.218  0.05
O  -1.824  -6.618  0.998  0.11
C  -2.789  -8.777  -0.724  -0.02
C  -0.678  -7.728  -1.637  0.02
C  -3.069  -4.039  0.498  0.01
H  -0.383  -4.929  -1.656  0.08
H  -0.251  -4.428  0.005  0.10
H  -0.900  -3.368  -1.104  0.10
H  -4.267  -4.829  -1.652  0.13
H  -2.965  -3.743  -2.257  0.13
H  -2.004  -5.526  -3.655  0.12
H  -3.699  -5.600  -3.810  0.13
H  -2.911  -7.884  -3.376  0.14
H  -3.983  -7.159  -2.230  0.12
H  -3.775  -8.649  -0.276  0.10
H  -2.800  -9.481  -1.556  0.11
H  -2.226  -9.184  0.116  0.09
H  -0.529  -8.728  -2.044  0.10
H  -0.298  -6.966  -2.317  0.08
H  -0.070  -7.777  -0.734  0.09
H  -2.557  -3.886  1.448  0.09
H  -4.050  -4.488  0.654  0.09
H  -3.327  -3.057  0.100  0.08
H  -2.563  -6.681  1.607  0.15
C  -4.652  -1.406  3.466  -0.09
O  -4.672  -0.106  2.772  -0.16
H  -5.090  -1.403  4.464  0.08
H  -5.096  -2.231  2.909  0.07
H  -3.620  -1.751  3.524  0.07
H  -5.547  0.173  2.491  0.09
C  2.944  0.665  -2.986  -0.17
O  3.143  0.489  -4.391  -0.09
H  2.503  -0.190  -2.474  0.07
H  3.922  0.881  -2.555  0.06
H  2.349  1.505  -2.627  0.06
H  2.327  0.680  -4.858  0.08
C  -3.348  2.067  5.504  -0.05
C  -2.666  2.666  4.309  -0.42
C  -1.273  2.086  4.183  -0.18
O  -0.649  2.670  3.025  -0.28
C  0.672  2.218  2.867  -0.12
N  -3.438  2.407  3.062  0.05
H  -2.726  2.387  6.339  0.09
H  -3.382  0.982  5.403  0.08
H  -4.372  2.405  5.666  0.09
H  -2.613  3.743  4.466  0.14
H  -1.322  0.998  4.135  0.14
H  -0.652  2.289  5.055  0.13
H  1.219  2.360  3.800  0.09
H  1.215  2.791  2.116  0.07
H  0.645  1.158  2.616  0.10
H  -3.661  1.425  2.983  0.03
H  -4.361  2.737  3.305  0.08
C  -1.919  4.539  -4.475  -0.05
C  -2.544  4.413  -3.102  -0.42
C  -3.335  3.115  -2.884  -0.19
O  -3.944  3.213  -1.607  -0.29
C  -5.206  2.571  -1.498  -0.09
N  -1.401  4.460  -2.221  0.05
H  -2.670  4.291  -5.225  0.08
H  -1.115  3.838  -4.698  0.09
H  -1.727  5.602  -4.625  0.09
H  -3.234  5.230  -2.890  0.15
H  -2.731  2.218  -3.023  0.12
H  -4.015  3.020  -3.730  0.13
H  -5.397  2.279  -0.465  0.08
H  -5.221  1.653  -2.085  0.10
H  -6.081  3.139  -1.816  0.09
H  -0.756  3.775  -2.587  0.06
H  -1.072  5.408  -2.331  0.09

- frontier orbital gap (eV) = 1.254
- LUMO level (eV) = -11.1
- net charge = +2

=====

A molecular structure, C28H70F14Li4N7O42S14 in a non-equilibrium geometry, computed with wB97M-V/def2-TZVPD.

Last column: Löwdin charge in e.
Atoms and positions in Å:
Li  -16.374  15.201  -12.319  0.70
Li  -18.475  10.910  -12.609  0.58
Li  -24.167  14.666  -6.618  0.73
Li  -17.909  13.484  -11.225  0.59
N  -18.612  9.117  -13.323  -0.33
S  -20.005  9.036  -14.271  0.57
O  -21.047  10.010  -14.001  -0.29
O  -20.420  7.803  -14.932  -0.28
F  -19.300  9.659  -15.568  -0.21
S  -19.013  7.995  -12.328  0.53
O  -18.221  6.738  -12.437  -0.28
O  -20.335  7.844  -11.731  -0.28
F  -18.217  8.765  -11.109  -0.23
N  -16.402  8.484  -3.788  -0.21
S  -15.571  7.698  -2.528  0.57
O  -14.126  8.011  -2.411  -0.34
O  -15.949  6.362  -2.084  -0.32
F  -16.203  8.629  -1.380  -0.22
S  -16.022  7.384  -4.824  0.48
O  -17.031  6.361  -4.942  -0.31
O  -14.603  6.958  -4.965  -0.33
F  -16.279  8.353  -6.137  -0.21
N  -16.218  14.436  -10.526  -0.43
S  -16.406  14.923  -9.015  0.48
O  -15.886  16.271  -8.719  -0.28
O  -16.343  14.001  -7.899  -0.20
F  -17.978  15.171  -9.242  -0.21
S  -14.535  14.210  -10.197  0.63
O  -14.030  13.141  -9.355  -0.20
O  -13.631  15.359  -10.329  -0.28
F  -14.350  13.582  -11.741  -0.25
N  -18.976  11.912  -10.899  -0.39
S  -18.967  11.479  -9.429  0.49
O  -19.774  10.389  -8.898  -0.22
O  -18.774  12.678  -8.555  -0.29
F  -17.513  10.713  -9.412  -0.16
S  -20.699  12.025  -10.860  0.59
O  -21.209  13.159  -10.079  -0.27
O  -21.522  10.853  -10.913  -0.23
F  -20.858  12.481  -12.406  -0.21
N  -15.250  8.835  -13.803  -0.24
S  -14.691  7.774  -12.849  0.44
O  -15.509  7.323  -11.747  -0.28
O  -13.204  7.748  -12.731  -0.35
F  -14.846  6.562  -13.917  -0.23
S  -15.062  10.160  -12.643  0.62
O  -14.237  10.072  -11.436  -0.26
O  -16.295  10.908  -12.495  -0.38
F  -14.167  11.037  -13.629  -0.19
N  -17.894  14.325  -12.971  -0.43
S  -17.705  13.470  -14.250  0.48
O  -17.384  14.093  -15.546  -0.23
O  -18.267  12.162  -14.181  -0.28
F  -16.193  13.183  -13.766  -0.22
S  -19.189  15.237  -13.704  0.60
O  -20.131  14.648  -14.641  -0.24
O  -18.786  16.593  -14.067  -0.27
F  -20.014  15.431  -12.374  -0.16
N  -18.310  10.922  -3.912  -0.13
S  -19.156  11.860  -2.716  0.57
O  -20.572  11.480  -2.499  -0.33
O  -18.755  13.206  -2.382  -0.31
F  -18.357  11.119  -1.528  -0.22
S  -18.854  11.933  -4.899  0.34
O  -18.328  13.304  -4.912  -0.31
O  -20.149  11.704  -5.470  -0.29
F  -17.875  11.325  -6.004  -0.21
C  -19.328  8.258  -0.361  -0.11
O  -19.209  8.094  -1.776  -0.20
C  -20.380  7.501  -2.427  -0.14
C  -20.134  7.199  -3.990  -0.15
O  -19.675  8.388  -4.617  -0.19
C  -19.707  8.432  -5.967  -0.13
H  -19.744  7.324  0.016  0.07
H  -20.009  9.096  -0.213  0.08
H  -18.371  8.365  0.149  0.08
H  -21.285  8.107  -2.395  0.09
H  -20.602  6.518  -2.012  0.10
H  -21.131  6.974  -4.368  0.09
H  -19.517  6.305  -4.081  0.11
H  -19.107  9.300  -6.241  0.07
H  -20.721  8.574  -6.341  0.07
H  -19.308  7.516  -6.402  0.10
C  -23.973  9.285  -3.803  -0.09
O  -24.028  9.292  -5.222  -0.17
C  -23.677  8.031  -5.807  -0.18
C  -23.440  8.202  -7.312  -0.26
O  -22.864  7.084  -7.904  -0.17
C  -22.193  7.394  -9.067  -0.12
H  -24.152  10.256  -3.342  0.08
H  -22.957  9.057  -3.478  0.08
H  -24.730  8.631  -3.370  0.08
H  -24.457  7.277  -5.913  0.12
H  -22.783  7.465  -5.546  0.11
H  -22.867  9.117  -7.463  0.10
H  -24.296  8.432  -7.947  0.12
H  -22.731  8.056  -9.746  0.09
H  -21.951  6.440  -9.536  0.10
H  -21.231  7.854  -8.843  0.09
C  -15.391  12.156  -1.394  -0.11
O  -15.206  11.245  -2.521  -0.15
C  -13.944  11.587  -3.114  -0.23
C  -13.748  11.007  -4.504  -0.19
O  -14.964  11.022  -5.274  -0.18
C  -14.764  10.918  -6.653  -0.12
H  -16.003  11.817  -0.558  0.07
H  -15.998  13.021  -1.658  0.07
H  -14.513  12.569  -0.897  0.07
H  -13.109  11.232  -2.509  0.12
H  -13.786  12.645  -3.327  0.11
H  -13.592  9.963  -4.232  0.11
H  -12.871  11.440  -4.986  0.12
H  -14.320  11.886  -6.885  0.07
H  -15.729  10.785  -7.143  0.07
H  -14.141  10.102  -7.018  0.09
C  -24.292  10.984  -16.336  -0.07
O  -24.202  10.183  -17.536  -0.20
C  -25.087  10.650  -18.649  -0.11
C  -24.517  11.935  -19.418  -0.19
O  -25.443  12.972  -19.210  -0.24
C  -25.417  14.080  -20.155  -0.08
H  -23.576  10.770  -15.542  0.09
H  -25.259  10.870  -15.846  0.08
H  -24.326  12.007  -16.712  0.06
H  -26.129  10.826  -18.383  0.11
H  -25.097  9.771  -19.293  0.11
H  -24.371  11.747  -20.482  0.11
H  -23.512  12.239  -19.124  0.12
H  -24.448  14.412  -20.527  0.09
H  -26.059  14.949  -20.010  0.08
H  -25.988  13.593  -20.945  0.08
C  -23.714  11.734  -7.652  -0.06
O  -23.865  13.140  -7.882  -0.23
C  -24.771  13.389  -8.969  -0.20
C  -24.735  14.743  -9.545  -0.21
O  -24.707  15.643  -8.475  -0.23
C  -25.011  16.977  -8.887  -0.08
H  -24.623  11.141  -7.548  0.09
H  -23.202  11.567  -6.705  0.10
H  -23.110  11.265  -8.429  0.09
H  -25.827  13.219  -8.758  0.13
H  -24.510  12.765  -9.824  0.14
H  -25.611  14.921  -10.168  0.14
H  -23.798  14.846  -10.092  0.14
H  -24.648  17.756  -8.216  0.08
H  -26.066  17.086  -9.137  0.10
H  -24.404  17.340  -9.716  0.10
C  -25.260  17.346  -5.361  -0.08
O  -24.206  16.557  -5.889  -0.26
C  -23.011  16.936  -5.254  -0.20
C  -21.940  16.465  -6.231  -0.19
O  -22.135  15.148  -6.703  -0.23
C  -21.005  14.706  -7.445  -0.07
H  -24.965  18.332  -5.720  0.09
H  -25.338  17.234  -4.279  0.10
H  -26.253  17.232  -5.795  0.09
H  -22.769  16.526  -4.273  0.14
H  -22.810  17.967  -4.963  0.13
H  -20.914  16.639  -5.909  0.14
H  -22.057  17.063  -7.134  0.13
H  -21.012  15.105  -8.459  0.09
H  -21.156  13.636  -7.590  0.08
H  -20.030  14.794  -6.966  0.11
C  -26.962  17.832  -16.449  -0.09
O  -26.400  16.595  -15.992  -0.16
C  -25.263  16.252  -16.674  -0.25
C  -25.065  14.713  -16.559  -0.25
O  -24.915  14.198  -15.306  -0.19
C  -23.713  14.480  -14.562  -0.05
H  -27.802  18.175  -15.845  0.08
H  -27.208  17.846  -17.511  0.09
H  -26.236  18.584  -16.142  0.08
H  -24.393  16.749  -16.245  0.12
H  -25.162  16.450  -17.741  0.11
H  -24.310  14.271  -17.209  0.11
H  -26.028  14.336  -16.902  0.12
H  -22.986  15.069  -15.122  0.08
H  -23.166  13.566  -14.328  0.08
H  -24.081  14.831  -13.598  0.09

- frontier orbital gap (eV) = 4.945
- LUMO level (eV) = 2.8
- net charge = -3